(1)
Below is one molecule with the formula C3H3NS3, with properties calculated with ωB97M-V/def2-TZVPD.

Properties
charge	0
relative energy (zero: lowest compared OMol25 entry of this formula, charge and spin)	10.34	kcal per mole
gap between HOMO and LUMO	0.30952	Ha
spin multiplicity	1
F_max	0.87	eV/Å
E	-37154.9959	eV
HOMO	-8.1	eV
SMILES	SSc1nccs1

Last column: Mulliken charge in e.
Positions of all 10 atoms, in Å:
1 C 1.409 -0.699 0.064  -0.540
2 C 2.024 0.508 0.033  -0.162
3 C -0.380 0.544 -0.003  0.566
4 N 0.057 -0.664 0.044  -0.416
5 S 0.860 1.784 -0.024  -0.125
6 S -2.817 -0.967 0.006  -0.138
7 S -2.058 0.960 -0.023  -0.116
8 H 1.895 -1.657 0.102  0.390
9 H 3.070 0.732 0.042  0.390
10 H -4.060 -0.541 -0.242  0.150


(2)
Below is a 2-piece molecular cluster, C2H6N2O3 overall, with properties calculated with ωB97M-V/def2-TZVPD.

Properties
charge	0
relative energy (zero: lowest compared OMol25 entry of this formula, charge and spin)	173.26	kcal per mole
gap between HOMO and LUMO (alpha / beta)	0.29659 / 0.31914	Ha
spin multiplicity	1
F_max	4.13	eV/Å
E	-11287.8137	eV
HOMO (alpha / beta)	-7.6 / -8.2	eV

Last column: Mulliken charge in e.
Positions of all 13 atoms, in Å:
1 C 1.035 0.358 -0.318  0.533
2 C -1.850 1.048 -0.045  -0.628
3 N 1.537 -0.812 -0.180  -0.067
4 N -0.984 0.116 0.635  -0.267
5 O 1.272 1.495 -0.584  -0.484
6 O 2.916 -1.077 -0.438  -0.425
7 O -1.276 -1.272 0.398  -0.451
8 H -2.832 0.597 -0.396  0.315
9 H -1.961 1.778 0.779  0.258
10 H -1.227 1.588 -0.750  0.231
11 H 0.931 -1.662 -0.340  0.295
12 H 3.423 -0.428 0.057  0.339
13 H -0.983 -1.729 1.181  0.349


(3)
Below is an isolated ion of composition C8H16N3O3 and charge +1, with properties calculated with ωB97M-V/def2-TZVPD.

Properties
charge	+1
relative energy (zero: lowest compared OMol25 entry of this formula, charge and spin)	62.86	kcal per mole
gap between HOMO and LUMO	0.39741	Ha
spin multiplicity	1
F_max	3.66	eV/Å
E	-19157.6709	eV
HOMO	-13.7	eV
SMILES	CC(=O)O[N@H+]1N(C(=O)N(C)C)C1(C)C

Last column: Mulliken charge in e.
Positions of all 30 atoms, in Å:
1 C 2.922 0.973 -0.369  0.731
2 C -1.082 0.773 0.363  0.624
3 C 0.249 -1.338 0.586  1.053
4 C 4.069 0.915 -1.249  -0.999
5 C 0.490 -2.590 -0.162  -1.374
6 C -0.128 -1.362 2.011  -1.336
7 C -3.150 2.050 0.075  -0.945
8 C -2.771 -0.130 -1.104  -0.840
9 N -0.378 -0.302 -0.252  -0.400
10 N -2.256 0.916 -0.264  0.066
11 N 1.015 -0.144 0.235  0.397
12 O 2.755 1.717 0.572  -0.498
13 O -0.474 1.550 1.081  -0.654
14 O 2.095 -0.177 -0.601  -0.352
15 H 4.244 1.847 -1.707  0.352
16 H 5.018 0.858 -0.626  0.327
17 H 4.245 0.114 -2.033  0.288
18 H 0.435 -2.235 -1.229  0.329
19 H -0.181 -3.374 0.140  0.427
20 H 1.568 -2.902 -0.034  0.300
21 H -0.545 -0.395 2.166  0.304
22 H 0.591 -1.605 2.789  0.373
23 H -0.876 -2.257 2.153  0.321
24 H -3.990 1.919 0.868  0.303
25 H -2.464 2.644 0.596  0.371
26 H -3.549 2.619 -0.843  0.341
27 H -3.482 0.393 -1.699  0.366
28 H -2.015 -0.464 -1.770  0.352
29 H -3.299 -0.877 -0.485  0.240
30 H 0.943 0.867 0.793  0.533


(4)
Below is a 9-piece molecular cluster, C26H60N8O16 overall, with properties calculated with ωB97M-V/def2-TZVPD.

Properties
charge	0
relative energy (zero: lowest compared OMol25 entry of this formula, charge and spin)	99.84	kcal per mole
gap between HOMO and LUMO	0.26140	Ha
spin multiplicity	1
F_max	5.31	eV/Å
E	-72596.7744	eV
HOMO	-9.1	eV
SMILES	O=C1C=C(O)C(=O)C=C1O.C[N+](=O)[O-].C[N+](=O)[O-].C[N+](=O)[O-].C[N+](=O)[O-].COC[C@H](C)N.COC[C@H](C)N.COC[C@H](C)N.COC[C@H](C)N

Last column: Mulliken charge in e.
Positions of all 110 atoms, in Å:
1 C -0.147 -34.462 1.760  -0.672
2 N 0.595 -35.652 1.311  0.819
3 O 1.783 -35.457 1.291  -0.491
4 O -0.043 -36.590 0.848  -0.508
5 H -1.175 -34.741 1.992  0.301
6 H -0.238 -33.718 0.969  0.266
7 H 0.239 -34.167 2.735  0.284
8 C 5.482 -20.840 -2.685  -0.672
9 N 5.032 -22.225 -2.974  0.810
10 O 3.908 -22.307 -3.475  -0.492
11 O 5.821 -23.130 -2.716  -0.496
12 H 6.435 -20.967 -2.170  0.313
13 H 4.768 -20.340 -2.030  0.265
14 H 5.663 -20.269 -3.595  0.273
15 C 16.266 -28.260 6.052  -0.685
16 N 17.079 -27.379 5.181  0.819
17 O 16.484 -26.950 4.200  -0.495
18 O 18.249 -27.152 5.523  -0.498
19 H 15.233 -28.307 5.707  0.310
20 H 16.333 -27.758 7.018  0.279
21 H 16.658 -29.276 6.104  0.270
22 C 4.658 -21.329 4.842  -0.659
23 N 5.053 -22.709 5.391  0.758
24 O 4.183 -23.620 5.458  -0.476
25 O 6.183 -22.846 5.896  -0.471
26 H 3.592 -21.127 4.951  0.289
27 H 4.930 -21.388 3.788  0.271
28 H 5.180 -20.589 5.450  0.288
29 C 13.682 -35.287 2.838  -1.517
30 C 15.095 -35.086 3.187  0.725
31 C 15.663 -33.861 2.437  -0.844
32 O 17.039 -33.768 2.638  -0.328
33 C 17.651 -32.695 1.877  -0.693
34 N 15.248 -34.920 4.562  -0.756
35 H 13.504 -35.612 1.813  0.355
36 H 13.150 -34.354 3.025  0.333
37 H 13.140 -36.046 3.403  0.367
38 H 15.646 -35.996 2.948  0.297
39 H 14.981 -33.060 2.722  0.367
40 H 15.453 -33.982 1.374  0.367
41 H 18.528 -32.505 2.495  0.254
42 H 16.934 -31.874 1.891  0.323
43 H 17.859 -32.981 0.846  0.244
44 H 16.159 -34.532 4.762  0.257
45 H 15.221 -35.838 4.982  0.250
46 C 8.424 -35.580 -4.617  -1.419
47 C 7.851 -34.722 -5.769  0.554
48 C 7.444 -33.168 -5.567  -0.648
49 O 7.067 -32.573 -6.850  -0.308
50 C 6.275 -31.370 -6.743  -0.780
51 N 8.965 -34.593 -6.670  -0.721
52 H 9.403 -35.238 -4.281  0.372
53 H 8.586 -36.635 -4.838  0.372
54 H 7.762 -35.367 -3.778  0.335
55 H 7.087 -35.363 -6.209  0.228
56 H 8.344 -32.596 -5.343  0.296
57 H 6.740 -33.041 -4.745  0.379
58 H 5.240 -31.524 -6.438  0.311
59 H 6.151 -31.060 -7.780  0.272
60 H 6.636 -30.535 -6.141  0.304
61 H 9.206 -35.534 -6.946  0.221
62 H 8.724 -34.090 -7.512  0.232
63 C 7.825 -30.225 2.163  -1.355
64 C 8.293 -29.064 3.081  0.463
65 C 8.610 -27.721 2.372  -0.834
66 O 9.329 -26.857 3.183  -0.352
67 C 10.092 -25.773 2.570  -0.681
68 N 7.247 -28.722 4.012  -0.807
69 H 7.276 -30.959 2.753  0.397
70 H 8.609 -30.688 1.563  0.330
71 H 7.187 -29.669 1.476  0.303
72 H 9.135 -29.258 3.744  0.361
73 H 7.718 -27.207 2.014  0.320
74 H 9.133 -27.956 1.445  0.465
75 H 10.927 -26.256 2.063  0.283
76 H 10.520 -25.126 3.336  0.252
77 H 9.423 -25.233 1.900  0.286
78 H 7.482 -27.779 4.287  0.315
79 H 6.477 -28.420 3.432  0.255
80 C -0.908 -30.377 8.280  -1.299
81 C 0.209 -31.017 7.457  0.360
82 C 0.662 -30.096 6.263  -0.548
83 O -0.365 -29.793 5.422  -0.327
84 C 0.166 -29.176 4.235  -0.775
85 N 1.320 -31.399 8.345  -0.638
86 H -0.402 -29.467 8.603  0.357
87 H -1.307 -30.866 9.169  0.343
88 H -1.722 -29.970 7.681  0.326
89 H -0.039 -32.014 7.094  0.218
90 H 1.507 -30.498 5.704  0.346
91 H 0.979 -29.121 6.631  0.242
92 H -0.691 -28.711 3.748  0.268
93 H 0.650 -29.960 3.653  0.301
94 H 0.926 -28.398 4.300  0.326
95 H 1.318 -30.673 9.047  0.282
96 H 2.224 -31.437 7.895  0.220
97 C 10.244 -33.912 12.997  -0.815
98 C 9.050 -33.295 13.109  0.557
99 C 8.482 -32.481 12.010  0.699
100 O 7.327 -31.979 11.971  -0.612
101 C 9.343 -32.307 10.873  -0.474
102 C 10.561 -32.903 10.720  0.264
103 C 11.158 -33.802 11.750  0.517
104 O 12.208 -34.533 11.638  -0.581
105 O 11.288 -32.661 9.562  -0.517
106 O 8.333 -33.451 14.211  -0.516
107 H 10.658 -34.445 13.841  0.399
108 H 9.053 -31.658 10.060  0.424
109 H 11.597 -33.484 9.175  0.324
110 H 7.586 -32.849 14.216  0.330


(5)
Below is C23H25Cl2N9O4SSc as an isolated structure, with properties calculated with ωB97M-V/def2-TZVPD.

Properties
charge	+1
gap between HOMO and LUMO	0.30538	Ha
spin multiplicity	1
F_max	0.66	eV/Å
E	-102442.1822	eV
HOMO	-11.4	eV

Last column: Mulliken charge in e.
Positions of all 65 atoms, in Å:
1 Sc 0.670 0.250 -0.209  -0.201
2 N 2.245 -1.354 0.646  -0.123
3 C 2.988 -1.022 1.867  -0.778
4 C 2.039 -0.331 2.828  -0.646
5 N 1.358 0.802 2.177  0.132
6 C 2.103 2.077 2.279  -0.748
7 C 3.016 2.281 1.091  -0.751
8 N 2.208 2.119 -0.121  0.147
9 H 1.723 -2.213 0.775  0.210
10 H 2.866 -1.495 -0.144  0.307
11 H 3.816 -0.370 1.597  0.230
12 H 3.423 -1.902 2.346  0.472
13 H 2.572 -0.010 3.728  0.458
14 H 1.282 -1.051 3.143  0.307
15 H 0.480 0.968 2.650  0.144
16 H 2.663 2.126 3.218  0.424
17 H 1.370 2.882 2.275  0.395
18 H 3.834 1.561 1.069  0.318
19 H 3.468 3.275 1.154  0.472
20 H 2.812 2.155 -0.935  0.172
21 H 1.581 2.922 -0.168  0.106
22 S -4.366 -5.865 -0.531  0.176
23 N -4.122 -4.809 0.661  -0.669
24 C -3.075 -4.079 0.308  1.010
25 C -2.487 -3.015 1.095  0.132
26 C -2.997 -2.665 2.342  -0.745
27 C -2.385 -1.650 3.035  -1.462
28 C -1.278 -1.035 2.461  -0.166
29 N -0.765 -1.349 1.278  0.470
30 C -1.379 -2.327 0.581  -0.227
31 C -0.844 -2.670 -0.752  -0.079
32 N 0.199 -1.956 -1.220  0.610
33 C 0.733 -2.323 -2.382  -0.079
34 C 0.251 -3.368 -3.164  -1.181
35 C -0.842 -4.069 -2.721  -0.774
36 C -1.397 -3.726 -1.489  0.083
37 C -2.540 -4.431 -0.946  1.057
38 N -3.184 -5.426 -1.536  -0.684
39 H -3.856 -3.192 2.735  0.548
40 H -2.736 -1.330 4.005  0.497
41 H -0.799 -0.242 3.015  0.386
42 H 1.600 -1.771 -2.709  0.466
43 H 0.737 -3.600 -4.100  0.493
44 H -1.274 -4.882 -3.289  0.576
45 Cl 3.078 -0.288 -4.766  -0.158
46 C 2.392 1.077 -3.886  0.087
47 Cl 3.599 2.339 -3.569  -0.166
48 C 1.837 0.625 -2.541  0.250
49 O 2.517 -0.064 -1.755  -0.401
50 O 0.675 1.003 -2.239  -0.436
51 H 1.605 1.515 -4.488  0.341
52 C -1.949 5.564 -0.022  -0.932
53 N -1.910 4.112 -0.179  0.115
54 C -2.926 3.434 -0.774  0.256
55 C -2.878 2.102 -0.984  -1.576
56 C -1.695 1.436 -0.539  0.734
57 O -1.457 0.203 -0.713  -0.223
58 N -0.716 2.102 0.100  0.379
59 C -0.756 3.456 0.248  0.175
60 O 0.189 4.117 0.670  -0.760
61 H -2.931 5.916 -0.325  0.305
62 H -1.182 6.030 -0.637  0.314
63 H -1.766 5.827 1.017  0.316
64 H -3.768 4.040 -1.081  0.380
65 H -3.670 1.564 -1.477  0.519